[1]
A structure of composition C51H50N7O5P2SY. Source: OMol25; level of theory: the ωB97M-V functional and the def2-TZVPD basis.

```
117
Properties=species:S:1:pos:R:3:forces:R:3
Y -0.6125 -0.3635 -0.8312 -1.2922 -0.3063 0.2507
C -0.3633 0.2869 6.9572 0.0025 -0.0101 -0.0372
C -0.3695 -0.1430 5.5149 -0.0799 0.1236 -0.0263
C -0.0356 -1.4021 5.1188 0.0026 -0.0935 -0.0567
C -0.1018 -1.8141 3.7561 -0.0016 -0.0612 0.0975
C 0.3224 -3.1425 3.5062 -0.0476 -0.0099 0.1281
N -0.1257 -3.9999 2.6341 -0.0372 0.0434 -0.1338
C -1.3751 -3.8856 1.8915 0.0782 -0.0149 0.0360
C -1.4841 -4.9802 0.8433 -0.0059 0.0221 0.0144
C -2.8717 -4.9940 0.2135 -0.0242 0.1261 -0.0200
N -3.2907 -3.6188 -0.0569 0.1823 -0.0971 -0.1647
C -4.5069 -3.2297 -0.2635 -0.1037 0.1272 -0.0145
C -4.8887 -1.8996 -0.5408 -0.0996 -0.2070 -0.0050
C -6.2354 -1.6774 -0.9152 -0.0373 -0.0505 0.0089
C -6.6988 -0.4439 -1.2689 0.0289 0.0803 -0.0160
C -8.1222 -0.1929 -1.6891 0.0425 -0.0092 0.0094
C -5.7554 0.6049 -1.2485 -0.1178 0.0059 -0.0545
C -4.4427 0.4580 -0.8719 0.1189 0.1471 -0.0727
C -3.6026 1.6549 -0.9301 -0.1153 -0.1425 0.0803
N -2.3702 1.7675 -0.6505 0.2422 0.1580 -0.0772
C -1.8654 3.1428 -0.7963 0.0225 -0.0535 0.0892
C -1.8809 3.9517 0.5068 0.0119 -0.0574 0.0181
C -0.6645 3.7942 1.4272 -0.0352 -0.0794 0.0601
N -0.7704 2.7792 2.4797 -0.0172 0.2003 -0.0052
C -0.7499 1.5633 2.1531 0.1059 -0.4085 0.1557
C -0.6585 0.4769 3.1603 -0.0875 0.1064 -0.1940
C -0.6709 0.7868 4.4906 0.0629 0.0412 0.1820
C -0.4082 -0.8711 2.7149 0.1568 0.0119 -0.0677
O -0.3273 -1.1841 1.4839 -0.1143 0.2027 -0.3978
C -3.9475 -0.8228 -0.4666 0.2254 0.1921 0.2236
O -2.7641 -0.9786 -0.0213 -0.1361 -0.2536 -0.2486
H -0.2117 -0.5640 7.6212 0.0091 -0.0029 -0.0059
H -1.3079 0.7610 7.2285 -0.0027 -0.0095 0.0035
H 0.4299 1.0120 7.1520 -0.0003 0.0053 -0.0192
H 0.2551 -2.1387 5.8628 0.0046 -0.0002 -0.0131
H 1.0971 -3.5449 4.1551 0.0067 0.0252 -0.0223
H 0.4107 -4.8522 2.5168 -0.0092 0.0114 0.0014
H -1.3956 -2.8964 1.4374 0.0015 0.0241 -0.0198
H -2.1963 -3.9515 2.6133 0.0014 0.0325 0.0306
H -1.2866 -5.9670 1.2720 -0.0294 0.0160 0.0327
H -0.7380 -4.8018 0.0719 0.0335 -0.0245 -0.0468
H -3.6109 -5.4406 0.8814 0.0222 -0.0138 0.0271
H -2.8453 -5.5598 -0.7187 -0.0065 0.0165 -0.0349
H -2.5657 -2.9083 -0.2080 -0.0075 0.0287 0.0670
H -5.2771 -3.9976 -0.2296 -0.0027 0.0167 0.0215
H -6.9085 -2.5301 -0.9317 0.0127 0.0056 0.0028
H -8.7335 -1.0835 -1.5459 0.0048 0.0003 -0.0032
H -8.1821 0.0864 -2.7430 0.0096 0.0006 0.0040
H -8.5706 0.6169 -1.1109 0.0077 -0.0049 0.0062
H -6.0830 1.5958 -1.5534 -0.0068 -0.0129 0.0136
H -4.1499 2.5436 -1.2693 -0.0250 0.0047 0.0310
H -2.4658 3.6695 -1.5445 -0.0452 0.0006 0.0152
H -0.8467 3.0968 -1.1707 0.0046 0.0133 -0.0365
H -2.7954 3.7431 1.0697 -0.0188 0.0240 -0.0267
H -1.9262 5.0022 0.2102 0.0124 0.0096 0.0174
H -0.5020 4.7395 1.9434 0.0134 0.0336 -0.0111
H 0.2281 3.6015 0.8215 0.0058 -0.0318 0.0028
H -0.7123 1.2379 1.1171 0.0444 0.2170 0.0023
H -0.8528 1.8266 4.7463 -0.0034 -0.0236 0.0073
N 3.1577 -0.4581 0.3550 -0.4003 0.2821 -0.3208
P 2.1858 -1.5309 -0.5958 0.5785 0.4096 0.6308
C 3.3691 -1.7366 -1.9710 0.0107 -0.0427 0.0021
C 3.1631 -1.0420 -3.1616 0.0139 -0.0098 -0.0069
C 4.1351 -1.0702 -4.1552 -0.0277 -0.0130 0.0195
C 5.3072 -1.7878 -3.9696 -0.0079 0.0111 0.0133
C 5.5133 -2.4882 -2.7873 -0.0260 0.0043 -0.0099
C 4.5494 -2.4619 -1.7922 0.0064 -0.0101 -0.0433
C 2.4324 -3.1100 0.3185 -0.1496 -0.0570 -0.0590
C 1.9909 -4.3006 -0.2636 -0.0420 0.0164 0.0070
C 2.1148 -5.5067 0.4113 0.0248 0.0138 0.0240
C 2.6838 -5.5406 1.6825 0.0133 0.0130 -0.0178
C 3.1209 -4.3591 2.2689 0.0183 -0.0009 -0.0429
C 2.9876 -3.1485 1.5942 0.0696 -0.0609 -0.0350
P 2.5157 0.7057 1.4556 0.3368 -0.4611 0.0194
C 3.6501 0.3588 2.8832 -0.1130 0.0869 0.0031
C 3.0728 -0.0272 4.0877 -0.0345 -0.0154 0.0393
C 3.8602 -0.3780 5.1818 -0.0047 0.0195 -0.0480
C 5.2408 -0.3417 5.0766 0.0056 0.0288 -0.0679
C 5.8312 0.0548 3.8782 -0.0260 -0.0085 0.0444
C 5.0419 0.4061 2.7956 0.0140 -0.0094 -0.0394
C 3.2744 2.2723 0.9018 0.0261 -0.0209 -0.0034
C 3.9167 2.4472 -0.3159 0.0221 0.0445 -0.0717
C 4.4437 3.6865 -0.6661 -0.0312 -0.0384 0.0366
C 4.3283 4.7606 0.2001 -0.0274 -0.0092 0.0267
C 3.6771 4.5968 1.4190 0.0027 0.0005 -0.0201
C 3.1522 3.3636 1.7654 0.0323 0.0036 -0.0173
H 4.0436 -0.2319 -0.0810 0.1283 -0.1784 0.1706
H 2.2410 -0.4971 -3.3173 0.0040 -0.0025 0.0101
H 3.9672 -0.5319 -5.0791 0.0053 0.0086 0.0073
H 6.0627 -1.8040 -4.7450 -0.0132 -0.0082 -0.0088
H 6.4233 -3.0564 -2.6415 0.0023 0.0071 -0.0011
H 4.7141 -3.0109 -0.8729 0.0063 0.0096 0.0087
H 1.5523 -4.2888 -1.2568 0.0205 -0.0010 0.0181
H 1.7826 -6.4230 -0.0614 -0.0028 0.0022 -0.0032
H 2.8042 -6.4850 2.1996 0.0120 -0.0030 0.0000
H 3.5877 -4.3766 3.2472 -0.0040 -0.0014 0.0033
H 3.3434 -2.2344 2.0530 0.0007 0.0183 -0.0049
H 1.9929 -0.0501 4.1753 0.0190 0.0082 -0.0085
H 3.3910 -0.6732 6.1129 -0.0088 0.0074 -0.0007
H 5.8596 -0.6099 5.9237 0.0042 -0.0041 -0.0095
H 6.9102 0.0941 3.7946 -0.0025 0.0023 0.0015
H 5.5159 0.7241 1.8723 -0.0236 0.0065 0.0059
H 3.9822 1.6318 -1.0281 -0.0077 0.0001 0.0145
H 4.9281 3.8097 -1.6260 -0.0095 -0.0059 -0.0024
H 4.7302 5.7270 -0.0763 0.0041 -0.0024 0.0105
H 3.5752 5.4350 2.0967 -0.0004 0.0019 0.0019
H 2.6409 3.2425 2.7157 -0.0012 0.0025 -0.0024
O 0.0879 -0.5055 -3.1513 -0.1606 -0.0268 -0.1221
C -1.0939 -0.3902 -3.5635 0.0585 0.0265 0.2434
O -2.0587 -0.2095 -2.7741 0.1165 -0.0517 -0.0405
H -1.2918 -0.4520 -4.6427 -0.0055 0.0052 -0.0474
O 1.6181 2.7559 -2.6832 0.1157 0.0062 -0.0451
C 1.2272 2.0199 -1.8452 -0.1214 -0.0443 0.1379
N 0.8090 1.3009 -0.9835 0.6140 0.8866 -0.1313
S -1.1923 -4.6017 -3.2105 0.1401 0.1704 0.2506
C -0.9098 -3.4205 -2.1322 -0.2652 -0.3543 -0.1909
N -0.7627 -2.5964 -1.3087 0.1223 -0.7578 -0.1378
```
Positions in Å, forces in eV/Å.

Properties
Max |F| in eV Å⁻¹: 1.35
Energy relative to the best compared isomer or geometry (same formula, charge and spin) in eV: 0.0000
Electronic energy in Eh: -3852.44801
Gap between HOMO and LUMO in Ha: 0.27080

[2]
An isolated molecule of C10H11NO. Source: OMol25; level of theory: the ωB97M-V functional and the def2-TZVPD basis.

```
23
Properties=species:S:1:pos:R:3:forces:R:3
C 2.0939 -2.8289 1.2156 2.3411 1.3305 0.7504
C 0.9803 -3.5674 0.8110 -0.4518 3.5385 -0.0181
C 1.7503 -1.4934 1.1797 1.3893 1.1587 0.4851
C -0.0150 -2.6374 0.5176 3.1589 -2.2415 1.3092
C -0.1782 -0.2625 0.5680 -3.1350 2.1056 0.6681
C -0.2261 0.6851 -0.3074 0.5688 2.7078 -0.8539
C -2.6561 0.7513 1.6359 1.4824 -3.0523 0.4892
C -1.0235 1.9857 -0.0166 0.4542 1.3677 0.6786
C -2.2021 2.0120 1.0603 -2.2740 0.9401 -1.7725
C 0.6900 0.7798 -1.5839 -1.1963 -1.5261 1.8540
N 0.4376 -1.4023 0.7593 2.2059 -1.1316 0.0307
O -3.2346 0.0469 2.4013 0.2429 2.2734 -1.2697
H 3.1515 -3.1040 1.4949 -1.5952 -0.1323 -0.3381
H 0.9360 -4.5704 0.7465 -0.3895 -3.1283 -0.3599
H 2.3479 -0.5383 1.3833 -1.1250 -1.7599 -0.2755
H -0.8768 -2.8922 0.0919 -3.6559 -0.2604 -1.3797
H -0.2769 2.7858 0.4007 -1.0867 -1.4563 -0.8859
H -1.4187 2.4478 -0.9464 0.2659 -0.5005 0.3838
H -3.1616 2.6057 0.6275 2.0251 -1.3777 0.7099
H -1.9249 2.6189 1.8909 0.4280 0.4630 0.8777
H 1.0617 -0.2458 -1.6433 1.1012 0.4091 -0.0846
H 1.3821 1.6171 -1.6372 0.1769 -0.3036 0.2688
H 0.0381 0.7915 -2.4095 -0.9310 0.5761 -1.2677
```
Positions in Å, forces in eV/Å.

Properties
Max |F| in eV Å⁻¹: 4.09
Energy relative to the best compared isomer or geometry (same formula, charge and spin) in eV: 6.9043
Electronic energy in Eh: -517.41885
Gap between HOMO and LUMO (spin up / spin down) in Ha: 0.24342 / 0.28101

[3]
An isolated molecule of C2H6N6. Source: OMol25; level of theory: the ωB97M-V functional and the def2-TZVPD basis.

```
14
Properties=species:S:1:pos:R:3:forces:R:3
C -1.2157 1.3967 0.1421 -2.5153 -0.0585 2.3261
N -0.9120 0.1401 -0.7194 3.4131 1.9788 2.0367
N -1.7386 -1.0174 -0.6579 -2.1535 2.5210 4.5240
N -0.8967 -2.0347 0.1229 -3.8330 -0.6109 -1.7728
N 0.2020 -1.6288 0.1609 4.4171 -1.1254 2.2272
C 0.4071 -0.2915 -0.1019 -2.8998 -1.4064 -3.0476
N 1.4531 0.3238 -0.1866 5.4473 1.1788 -0.9120
N 2.8085 -0.3881 -0.3759 -4.2383 -3.0681 2.3996
H -1.6630 1.0843 1.2301 1.0318 0.1546 -2.2367
H -0.3604 2.2172 0.5237 -2.0023 -2.5981 -2.1909
H -2.1485 1.7704 -0.3648 1.3411 0.7019 0.5565
H -2.5020 -0.6828 0.1400 1.6798 -1.6194 -2.4598
H 3.5572 0.2154 -0.3283 1.2485 2.5233 0.2159
H 3.0089 -1.1048 0.4152 -0.9367 1.4283 -1.6663
```
Positions in Å, forces in eV/Å.

Properties
SMILES: Cn1[nH]nn/c1=N\N
Max |F| in eV Å⁻¹: 5.76
Energy relative to the best compared isomer or geometry (same formula, charge and spin) in eV: 5.1735
Electronic energy in Eh: -408.10581
Gap between HOMO and LUMO in Ha: 0.32963

- Among the records above, which one has the highest energy relative to the best compared isomer or geometry (same formula, charge and spin)?
  C10H11NO

Please write out number 2 again, unchanged.
An isolated molecule of C10H11NO. Source: OMol25; level of theory: the ωB97M-V functional and the def2-TZVPD basis.

```
23
Properties=species:S:1:pos:R:3:forces:R:3
C 2.0939 -2.8289 1.2156 2.3411 1.3305 0.7504
C 0.9803 -3.5674 0.8110 -0.4518 3.5385 -0.0181
C 1.7503 -1.4934 1.1797 1.3893 1.1587 0.4851
C -0.0150 -2.6374 0.5176 3.1589 -2.2415 1.3092
C -0.1782 -0.2625 0.5680 -3.1350 2.1056 0.6681
C -0.2261 0.6851 -0.3074 0.5688 2.7078 -0.8539
C -2.6561 0.7513 1.6359 1.4824 -3.0523 0.4892
C -1.0235 1.9857 -0.0166 0.4542 1.3677 0.6786
C -2.2021 2.0120 1.0603 -2.2740 0.9401 -1.7725
C 0.6900 0.7798 -1.5839 -1.1963 -1.5261 1.8540
N 0.4376 -1.4023 0.7593 2.2059 -1.1316 0.0307
O -3.2346 0.0469 2.4013 0.2429 2.2734 -1.2697
H 3.1515 -3.1040 1.4949 -1.5952 -0.1323 -0.3381
H 0.9360 -4.5704 0.7465 -0.3895 -3.1283 -0.3599
H 2.3479 -0.5383 1.3833 -1.1250 -1.7599 -0.2755
H -0.8768 -2.8922 0.0919 -3.6559 -0.2604 -1.3797
H -0.2769 2.7858 0.4007 -1.0867 -1.4563 -0.8859
H -1.4187 2.4478 -0.9464 0.2659 -0.5005 0.3838
H -3.1616 2.6057 0.6275 2.0251 -1.3777 0.7099
H -1.9249 2.6189 1.8909 0.4280 0.4630 0.8777
H 1.0617 -0.2458 -1.6433 1.1012 0.4091 -0.0846
H 1.3821 1.6171 -1.6372 0.1769 -0.3036 0.2688
H 0.0381 0.7915 -2.4095 -0.9310 0.5761 -1.2677
```
Positions in Å, forces in eV/Å.

Properties
Max |F| in eV Å⁻¹: 4.09
Energy relative to the best compared isomer or geometry (same formula, charge and spin) in eV: 6.9043
Electronic energy in Eh: -517.41885
Gap between HOMO and LUMO (spin up / spin down) in Ha: 0.24342 / 0.28101